97
Properties=species:S:1:pos:R:3 method="wB97M-V/def2-TZVPD" lumo_ev=-1.08 relative_energy_kcal_mol=24.8
Al 1.495 -2.102 -0.418
C -2.030 1.190 0.480
N -1.684 2.265 1.372
C -0.394 2.396 1.996
P 0.495 0.702 2.403
C 1.919 1.231 3.368
C 2.359 0.541 4.514
C 3.543 0.938 5.163
C 4.375 1.940 4.644
C 3.976 2.543 3.442
C 2.778 2.219 2.803
C -0.738 0.098 3.596
C -1.482 -1.060 3.299
C -2.512 -1.425 4.152
C -2.827 -0.669 5.304
C -2.071 0.465 5.570
C -1.027 0.874 4.725
C -2.701 3.165 1.690
C -4.077 2.786 1.630
C -5.061 3.687 2.008
C -4.751 4.940 2.576
C -3.414 5.304 2.624
C -2.398 4.464 2.139
P -0.646 0.282 -0.571
C -1.910 -0.319 -1.777
C -1.929 0.088 -3.125
C -2.867 -0.426 -4.030
C -3.764 -1.425 -3.662
C -3.774 -1.831 -2.315
C -2.855 -1.335 -1.380
C 0.186 1.744 -1.312
C 1.596 1.852 -1.183
C 2.251 2.980 -1.663
C 1.571 3.959 -2.391
C 0.171 3.842 -2.537
C -0.523 2.795 -1.935
H -2.702 1.598 -0.287
H -2.595 0.421 1.019
H -0.526 2.898 2.979
H 0.300 3.015 1.403
H 1.808 -0.306 4.923
H 3.817 0.418 6.063
H 5.308 2.226 5.141
H 4.597 3.301 2.972
H 2.523 2.735 1.896
H -1.221 -1.717 2.463
H -3.118 -2.284 3.897
H -3.635 -0.963 5.979
H -2.246 1.069 6.452
H -0.439 1.767 4.943
H -4.361 1.806 1.258
H -6.104 3.403 1.866
H -5.532 5.607 2.938
H -3.131 6.261 3.077
H -1.360 4.770 2.179
H -1.206 0.836 -3.464
H -2.837 -0.071 -5.079
H -4.420 -1.872 -4.387
H -4.504 -2.575 -1.982
H -2.883 -1.683 -0.360
H 2.145 1.067 -0.689
H 3.331 3.063 -1.499
H 2.139 4.787 -2.828
H -0.342 4.573 -3.150
H -1.620 2.786 -1.975
O 3.856 -1.450 2.508
C 2.865 -1.564 1.804
O 2.797 -1.112 0.528
C 1.535 -2.277 2.280
O 1.274 -2.473 3.470
O 0.735 -2.645 1.271
I 1.003 -7.605 -1.057
C 2.271 -5.965 -1.230
C 3.346 -5.861 -2.131
C 4.090 -4.656 -2.147
C 3.672 -3.571 -1.392
N 2.561 -3.700 -0.604
C 1.968 -4.885 -0.401
H 3.633 -6.668 -2.787
H 4.962 -4.570 -2.780
H 4.145 -2.602 -1.401
H 1.205 -4.913 0.382
O 3.008 0.050 -3.512
C 2.115 -0.782 -3.502
N 1.497 -1.357 -2.355
C 0.593 -2.310 -2.681
O 0.065 -2.999 -1.752
C 0.490 -2.352 -4.163
C -0.299 -3.079 -5.063
C -0.263 -2.792 -6.432
C 0.607 -1.821 -6.928
C 1.456 -1.112 -6.028
C 1.407 -1.403 -4.695
H -0.980 -3.841 -4.670
H -0.899 -3.359 -7.130
H 0.635 -1.574 -7.985
H 2.188 -0.387 -6.367